{
  "formula": "C3H14N3OP",
  "method": "ωB97M-V/def2-TZVPD",
  "species": ["C", "C", "C", "N", "N", "N", "O", "P", "H", "H", "H", "H", "H", "H", "H", "H", "H", "H", "H", "H", "H", "H"],
  "positions_angstrom": [[-4.39, 1.49, -1.07], [8.32, 2.62, 0.98], [-2.20, -3.07, -0.63], [-4.43, 0.48, -0.03], [8.20, 3.71, 0.31], [-2.14, -3.75, 0.66], [-1.36, -1.63, 1.25], [-1.72, -1.37, -0.17], [-4.74, 1.04, -2.07], [-4.86, 2.50, -0.91], [-3.26, 1.70, -1.18], [8.31, 1.78, 0.47], [8.64, 2.54, 1.98], [-1.35, -3.48, -1.12], [-3.17, -3.25, -1.22], [-3.95, 0.65, 0.84], [-5.38, 0.21, 0.20], [8.11, 3.73, -0.67], [8.22, 4.52, 0.89], [-2.00, -4.76, 0.64], [-1.39, -3.05, 1.24], [-3.01, -3.62, 1.18]],
  "mulliken_charge": [-0.675, -0.050, -0.515, -0.468, -0.116, -0.431, -0.491, 0.511, 0.262, 0.288, 0.223, 0.299, 0.280, 0.383, 0.362, 0.252, 0.212, 0.290, 0.297, 0.309, 0.455, 0.322],
  "multiplicity": 1,
  "lumo_energy_ev": -7.5319,
  "total_charge": 2,
  "largest_force_ev_per_a": 4.9,
  "homo_lumo_gap_ev": 6.451
}

{
  "formula": "C3H14N3S",
  "method": "ωB97M-V/def2-TZVPD",
  "species": ["N", "C", "N", "H", "H", "H", "H", "H", "H", "C", "C", "S", "N", "H", "H", "H", "H", "H", "H", "H", "H"],
  "positions_angstrom": [[-0.79, 0.20, 1.42], [0.59, -0.09, 1.94], [0.86, 0.14, 3.33], [-1.45, -0.26, 2.04], [-0.97, 1.19, 1.56], [0.80, -1.15, 1.74], [1.28, 0.50, 1.35], [0.70, 1.11, 3.58], [0.26, -0.43, 3.92], [0.22, -0.67, -1.85], [-0.16, 0.76, -2.18], [1.17, 1.48, -3.21], [-0.78, -1.28, -0.92], [1.19, -0.75, -1.36], [0.27, -1.28, -2.74], [-0.26, 1.37, -1.28], [-1.09, 0.77, -2.75], [1.27, 2.62, -2.53], [-0.57, -2.26, -0.74], [-1.72, -1.23, -1.32], [-0.79, -0.72, 0.00]],
  "mulliken_charge": [-0.770, -0.555, -0.561, 0.249, 0.243, 0.375, 0.367, 0.254, 0.264, -0.702, -0.522, -0.176, -0.139, 0.354, 0.444, 0.294, 0.366, 0.154, 0.386, 0.390, 0.283],
  "multiplicity": 1,
  "lumo_energy_ev": -3.1884,
  "total_charge": 1,
  "largest_force_ev_per_a": 0.5,
  "homo_lumo_gap_ev": 9.567
}

{
  "formula": "C3H14NO2",
  "method": "ωB97M-V/def2-TZVPD",
  "species": ["C", "C", "N", "C", "H", "H", "H", "H", "H", "H", "H", "H", "H", "H", "H", "H", "O", "H", "H", "O"],
  "positions_angstrom": [[0.25, -1.25, -1.67], [0.13, -1.39, -0.15], [-0.11, -0.02, 0.45], [-0.38, -0.05, 1.93], [-0.59, -0.78, -2.17], [0.41, -2.26, -2.05], [1.16, -0.68, -1.87], [0.93, -1.88, 0.39], [-0.82, -1.86, 0.09], [0.76, 0.53, 0.34], [-0.90, 0.50, 0.02], [0.56, -0.37, 2.38], [-0.50, 0.97, 2.29], [-1.23, -0.70, 2.11], [-2.69, 1.91, 0.06], [-3.03, 1.15, -1.25], [-2.50, 1.14, -0.46], [3.30, 1.14, 0.59], [2.75, 1.76, -0.65], [2.59, 1.00, -0.04]],
  "mulliken_charge": [-1.067, -0.379, -0.118, -0.951, 0.305, 0.367, 0.283, 0.363, 0.383, 0.375, 0.415, 0.390, 0.381, 0.347, 0.304, 0.295, -0.653, 0.286, 0.321, -0.646],
  "multiplicity": 1,
  "lumo_energy_ev": -2.8497,
  "total_charge": 1,
  "largest_force_ev_per_a": 2.8,
  "homo_lumo_gap_ev": 13.188
}

{
  "formula": "C3H14NO2S2",
  "method": "ωB97M-V/def2-TZVPD",
  "species": ["N", "C", "C", "S", "S", "C", "H", "H", "H", "H", "H", "H", "H", "H", "H", "H", "H", "H", "O", "H", "H", "O"],
  "positions_angstrom": [[-0.63, -0.10, 1.68], [-0.85, 1.26, 1.00], [0.38, 1.77, 0.20], [1.32, 0.34, -0.51], [-0.06, -0.85, -1.53], [-1.10, 0.27, -2.57], [-0.03, 0.13, 2.51], [0.08, -0.65, 1.19], [-1.47, -0.45, 2.16], [-1.08, 1.98, 1.75], [-1.73, 1.10, 0.41], [-0.06, 2.42, -0.57], [1.07, 2.28, 0.89], [-0.42, 1.14, -2.67], [-2.07, 0.31, -2.10], [-1.19, -0.07, -3.60], [-3.05, -1.94, 3.98], [-1.65, -2.45, 3.65], [-2.30, -1.79, 3.38], [4.20, -1.79, -3.07], [5.67, -1.64, -3.36], [4.97, -1.27, -2.83]],
  "mulliken_charge": [-0.226, -0.526, -0.598, -0.134, -0.051, -0.735, 0.369, 0.221, 0.350, 0.443, 0.297, 0.309, 0.448, 0.231, 0.271, 0.364, 0.321, 0.313, -0.666, 0.310, 0.316, -0.627],
  "multiplicity": 1,
  "lumo_energy_ev": -3.0890,
  "total_charge": 1,
  "largest_force_ev_per_a": 4.0,
  "homo_lumo_gap_ev": 9.138
}

{
  "formula": "C3H14NO3",
  "method": "ωB97M-V/def2-TZVPD",
  "species": ["C", "C", "C", "N", "H", "H", "H", "H", "H", "H", "H", "H", "H", "H", "O", "H", "H", "O", "H", "H", "O"],
  "positions_angstrom": [[1.39, 0.24, 2.65], [1.07, 0.35, 1.20], [-0.10, -0.05, 0.73], [-0.53, 0.34, -0.64], [2.41, -0.07, 2.89], [1.35, 1.27, 3.03], [0.74, -0.32, 3.30], [1.83, 0.76, 0.57], [-1.00, -0.25, 1.29], [-0.63, -0.46, -1.30], [-1.37, 0.92, -0.49], [0.15, 0.89, -1.14], [-3.75, 0.96, 1.01], [-3.42, 2.11, 0.07], [-3.02, 1.39, 0.56], [-0.07, -2.60, -1.53], [-0.07, -2.12, -3.00], [-0.59, -2.13, -2.19], [2.40, -0.77, -1.84], [1.63, -0.05, -3.03], [1.56, -0.41, -2.14]],
  "mulliken_charge": [-1.324, -0.035, -0.265, -0.124, 0.355, 0.316, 0.355, 0.392, 0.329, 0.269, 0.372, 0.390, 0.314, 0.303, -0.648, 0.340, 0.336, -0.707, 0.289, 0.300, -0.557],
  "multiplicity": 1,
  "lumo_energy_ev": -2.9213,
  "total_charge": 1,
  "largest_force_ev_per_a": 1.8,
  "homo_lumo_gap_ev": 11.033
}

{
  "formula": "C3H14NO3",
  "method": "ωB97M-V/def2-TZVPD",
  "species": ["C", "C", "C", "N", "H", "H", "H", "H", "H", "H", "H", "H", "H", "H", "O", "H", "H", "O", "H", "H", "O"],
  "positions_angstrom": [[-3.28, 0.46, 0.35], [-1.90, 0.04, 0.76], [-0.95, 0.96, 0.86], [0.44, 0.65, 1.23], [-3.40, 1.53, 0.44], [-3.48, 0.17, -0.69], [-4.04, 0.02, 1.00], [-1.69, -1.00, 0.97], [-1.14, 2.01, 0.74], [0.49, -0.25, 1.73], [1.02, 0.52, 0.37], [0.88, 1.38, 1.81], [0.93, -3.08, 1.62], [0.25, -2.39, 0.46], [0.54, -2.23, 1.38], [3.17, 1.11, -0.56], [2.18, 0.51, -1.61], [2.24, 1.03, -0.78], [1.53, 0.19, -3.80], [1.97, -1.22, -3.38], [1.59, -0.40, -3.03]],
  "mulliken_charge": [-1.186, 0.089, -0.402, -0.143, 0.325, 0.290, 0.344, 0.372, 0.310, 0.350, 0.329, 0.390, 0.302, 0.311, -0.643, 0.333, 0.397, -0.727, 0.333, 0.336, -0.711],
  "multiplicity": 1,
  "lumo_energy_ev": -2.8175,
  "total_charge": 1,
  "largest_force_ev_per_a": 0.9,
  "homo_lumo_gap_ev": 11.089
}

{
  "formula": "C3H14NOPdS",
  "method": "ωB97M-V/def2-TZVPD",
  "species": ["C", "Pd", "N", "H", "H", "H", "H", "H", "H", "H", "H", "C", "S", "C", "O", "H", "H", "H", "H", "H", "H"],
  "positions_angstrom": [[-2.20, 2.43, -2.42], [1.23, -0.18, -0.53], [0.81, -2.00, -1.63], [-1.16, 2.04, -1.93], [-2.22, 3.24, -1.76], [-3.21, 2.02, -2.32], [-1.81, 1.33, -2.12], [-2.03, 2.69, -3.45], [0.28, -2.65, -1.04], [1.56, -2.56, -2.06], [0.20, -1.73, -2.39], [1.89, -1.34, 1.76], [1.12, 0.22, 1.64], [-0.42, 0.05, 2.49], [1.91, 1.22, 2.38], [1.17, -2.05, 2.16], [2.72, -1.15, 2.44], [2.25, -1.66, 0.76], [-0.39, 0.78, 3.31], [-1.26, 0.24, 1.81], [-0.44, -0.97, 2.89]],
  "mulliken_charge": [-2.106, -0.913, -1.374, 0.331, 0.436, 0.696, 0.209, 0.293, 0.398, 0.356, 0.667, -0.893, 0.822, -0.938, -0.746, 0.294, 0.368, 0.235, 0.315, 0.333, 0.215],
  "multiplicity": 3,
  "lumo_energy_ev": [3.2034, 3.1495],
  "s2": 2.01,
  "total_charge": -1,
  "largest_force_ev_per_a": 3.9,
  "homo_lumo_gap_ev": [2.913, 6.387]
}

{
  "formula": "C3H14O3S2",
  "method": "ωB97M-V/def2-TZVPD",
  "species": ["C", "C", "C", "S", "S", "H", "H", "H", "H", "H", "H", "H", "H", "O", "H", "H", "O", "H", "H", "O", "H", "H"],
  "positions_angstrom": [[-1.53, 1.83, 1.03], [-0.20, 1.23, 0.63], [0.75, 1.22, 1.88], [2.45, 1.78, 1.54], [3.60, 0.21, 1.14], [-2.39, 1.49, 0.45], [-1.87, 1.82, 2.07], [-1.58, 2.90, 0.81], [0.33, 1.78, -0.13], [-0.33, 0.20, 0.33], [0.79, 0.22, 2.33], [0.32, 1.96, 2.57], [3.58, 0.04, -0.20], [-0.72, -2.57, -2.00], [-1.30, -3.13, -1.46], [-0.50, -3.18, -2.72], [2.62, -1.44, -2.26], [1.68, -1.37, -2.11], [2.84, -1.12, -3.14], [-2.77, -1.53, -0.53], [-3.62, -1.08, -0.38], [-2.12, -1.25, 0.14]],
  "mulliken_charge": [-1.286, 0.240, -0.763, -0.083, -0.203, 0.308, 0.379, 0.369, 0.333, -0.173, 0.392, 0.317, 0.153, -0.588, 0.305, 0.291, -0.641, 0.333, 0.309, -0.625, 0.288, 0.345],
  "multiplicity": 1,
  "smiles": "CCCSS.O.O.O",
  "lumo_energy_ev": 0.5569,
  "largest_force_ev_per_a": 2.1,
  "homo_lumo_gap_ev": 9.420
}